ClH2NO2S2 | ωB97M-V/def2-TZVPD

The relative energy (zero: lowest compared OMol25 entry of this formula, charge and spin) comes out at 0.00 kcal/mol. As for the LUMO energy (alpha / beta): -0.32 / -4.63 eV. The expectation value of S² is 2.02. The energy is -39803.0616 eV. The value obtained for the orbital gap (alpha / beta) is 5.574 / 4.965 eV.

```
! RIJCOSX wB97M-V def2-TZVPD def2/J DEFGRID3
* xyz 0 3
N -1.69 0.14 -0.62
O 0.52 -0.87 0.25
O 1.00 1.47 0.47
S -1.24 -0.71 0.59
S 1.28 0.41 -0.45
Cl 3.14 -0.44 -0.10
H -1.96 -0.39 -1.38
H -1.05 0.39 1.25
*
```

HPS2 | ωB97M-V/def2-TZVPD

The relative energy (zero: lowest compared OMol25 entry of this formula, charge and spin) comes out at 38.77 kcal/mol. As for the LUMO energy (alpha / beta): -1.48 / -2.33 eV. The energy is -30972.8994 eV. The value obtained for the orbital gap (alpha / beta) is 8.506 / 5.468 eV.

```
! RIJCOSX wB97M-V def2-TZVPD def2/J DEFGRID3
* xyz 0 1
P 0.01 2.28 -1.90
S -0.25 -2.04 1.21
S -0.74 1.40 -0.36
H 0.98 -1.64 1.05
*
```

C56H126F24N3P6 | ωB97M-V/def2-TZVPD

As for the LUMO energy: -2.18 eV. The energy is -185544.3059 eV. The value obtained for the orbital gap is 7.524 eV.

```
! RIJCOSX wB97M-V def2-TZVPD def2/J DEFGRID3
* xyz 1 1
C -5.10 7.92 -0.37
C -6.65 7.76 -0.24
C -7.35 6.91 -1.29
C -7.53 7.72 -2.62
P -7.84 6.70 -4.05
C -9.37 5.80 -3.72
C -10.57 6.55 -3.11
C -11.78 5.71 -2.69
C -11.58 4.25 -2.14
C -6.46 5.54 -4.26
C -6.48 4.55 -5.49
C -5.17 3.94 -5.81
C -3.85 4.73 -5.74
C -8.11 7.76 -5.64
C -7.05 8.89 -5.79
C -5.92 8.71 -6.84
C -4.98 9.90 -6.88
H -4.65 8.05 0.61
H -4.82 8.82 -0.92
H -4.67 7.08 -0.92
H -7.08 8.74 -0.04
H -6.81 7.16 0.65
H -8.33 6.53 -0.98
H -6.70 6.05 -1.38
H -6.71 8.39 -2.84
H -8.39 8.38 -2.48
H -9.07 4.95 -3.12
H -9.55 5.42 -4.73
H -10.88 7.38 -3.74
H -10.24 6.89 -2.13
H -12.65 5.96 -3.29
H -12.11 6.32 -1.85
H -12.33 3.85 -1.46
H -10.62 4.08 -1.66
H -11.57 3.41 -2.84
H -6.22 4.83 -3.47
H -5.68 6.23 -4.59
H -6.72 5.23 -6.30
H -7.26 3.79 -5.51
H -5.27 3.49 -6.80
H -5.02 3.05 -5.20
H -3.54 4.85 -4.70
H -3.94 5.69 -6.26
H -3.02 4.11 -6.07
H -9.12 8.12 -5.48
H -8.11 7.10 -6.50
H -6.70 9.10 -4.78
H -7.61 9.82 -5.92
H -6.33 8.52 -7.83
H -5.30 7.85 -6.59
H -4.21 9.92 -7.65
H -4.32 9.94 -6.01
H -5.57 10.81 -6.88
C 8.29 4.90 -4.87
C 8.63 6.32 -4.43
C 8.89 6.32 -2.87
C 9.22 7.78 -2.36
P 9.16 8.24 -0.61
C 8.61 10.07 -0.73
C 9.66 10.91 -1.49
C 9.10 11.92 -2.45
C 8.06 12.85 -1.89
C 7.85 7.18 0.17
C 7.44 7.73 1.55
C 6.44 6.83 2.29
C 7.00 5.49 2.62
C 10.79 8.03 0.16
C 11.41 6.64 0.28
C 12.93 6.71 0.07
C 13.56 7.62 1.09
H 9.17 4.26 -4.78
H 7.93 4.94 -5.90
H 7.66 4.34 -4.17
H 7.83 6.93 -4.85
H 9.55 6.70 -4.87
H 9.75 5.68 -2.69
H 7.98 5.92 -2.42
H 8.67 8.56 -2.89
H 10.26 7.86 -2.65
H 8.46 10.43 0.28
H 7.62 10.06 -1.21
H 10.22 10.24 -2.14
H 10.43 11.38 -0.87
H 8.62 11.36 -3.25
H 9.90 12.52 -2.88
H 7.28 12.36 -1.31
H 7.44 13.25 -2.70
H 8.50 13.69 -1.34
H 8.38 6.23 0.26
H 7.00 7.00 -0.49
H 7.05 8.75 1.55
H 8.40 7.77 2.07
H 5.54 6.72 1.68
H 6.14 7.30 3.23
H 6.18 4.84 2.91
H 7.61 5.50 3.52
H 7.65 5.17 1.80
H 10.65 8.51 1.14
H 11.54 8.71 -0.24
H 11.07 6.03 -0.56
H 11.04 6.28 1.24
H 13.06 6.98 -0.98
H 13.26 5.67 0.13
H 13.56 7.19 2.09
H 13.15 8.62 1.17
H 14.64 7.64 0.94
C -11.11 -9.68 7.50
C -10.45 -8.90 6.29
C -9.85 -7.45 6.58
N -9.22 -6.85 5.27
C -10.25 -6.68 4.11
C -7.99 -7.61 4.70
C -6.97 -6.58 4.18
C -7.46 -5.18 4.60
C -8.69 -5.36 5.57
H -11.92 -9.07 7.91
H -10.32 -9.67 8.25
H -11.41 -10.69 7.24
H -11.05 -8.96 5.38
H -9.65 -9.62 6.15
H -9.10 -7.53 7.37
H -10.64 -6.75 6.82
H -10.37 -7.75 3.93
H -9.78 -6.20 3.25
H -11.10 -6.05 4.35
H -8.21 -8.39 3.98
H -7.52 -8.02 5.59
H -6.77 -6.55 3.10
H -6.04 -6.98 4.58
H -7.75 -4.63 3.71
H -6.73 -4.54 5.11
H -9.47 -4.62 5.40
H -8.41 -5.39 6.62
C 6.87 -11.57 3.74
C 6.67 -12.96 4.34
C 7.26 -14.11 3.41
N 7.45 -15.45 4.21
C 7.95 -16.52 3.21
C 6.16 -15.93 4.91
C 6.43 -16.23 6.37
C 7.63 -15.44 6.72
C 8.45 -15.44 5.39
H 6.48 -10.70 4.27
H 6.48 -11.36 2.75
H 7.95 -11.39 3.81
H 5.61 -13.10 4.58
H 7.16 -13.05 5.30
H 8.27 -13.95 3.04
H 6.66 -14.53 2.61
H 8.07 -17.45 3.76
H 8.99 -16.24 3.01
H 7.25 -16.71 2.40
H 5.58 -16.63 4.32
H 5.54 -15.03 4.84
H 6.68 -17.29 6.41
H 5.55 -16.16 7.01
H 8.09 -15.99 7.55
H 7.50 -14.41 7.05
H 9.03 -16.36 5.34
H 9.12 -14.59 5.31
C -1.81 0.97 1.45
C -0.69 0.82 0.43
C 0.18 -0.43 0.72
N 0.72 -1.14 -0.66
C 1.56 -0.03 -1.47
C 1.61 -2.40 -0.33
C 0.54 -3.53 -0.05
C -0.43 -3.14 -1.21
C -0.40 -1.63 -1.46
H -2.72 0.68 0.92
H -1.93 2.02 1.72
H -1.73 0.41 2.38
H -0.15 1.75 0.59
H -1.05 0.88 -0.59
H -0.42 -1.15 1.28
H 0.96 -0.12 1.41
H 1.05 0.94 -1.42
H 1.73 -0.32 -2.51
H 2.51 0.10 -0.95
H 2.33 -2.57 -1.13
H 2.33 -2.27 0.47
H 0.79 -4.59 -0.09
H 0.08 -3.40 0.94
H 0.08 -3.60 -2.05
H -1.47 -3.49 -1.18
H -0.16 -1.63 -2.52
H -1.25 -0.99 -1.20
P 0.85 -2.89 8.11
F 1.84 -1.99 8.99
F 1.49 -4.15 8.93
F -0.28 -2.90 9.19
F -0.16 -3.87 7.22
F 0.32 -1.44 7.51
F 2.02 -3.10 7.09
P -9.18 -1.65 -2.63
F -8.32 -2.88 -1.94
F -9.92 -2.74 -3.52
F -10.36 -1.63 -1.60
F -9.97 -0.58 -3.58
F -8.42 -0.44 -1.90
F -7.93 -1.67 -3.72
P -1.08 -12.79 1.31
F -2.54 -12.33 1.75
F -1.71 -13.81 0.22
F -0.96 -11.71 0.07
F 0.29 -13.42 0.72
F -0.38 -11.82 2.42
F -1.19 -13.95 2.34
P 1.94 -4.29 -9.27
F 2.57 -4.08 -7.77
F 0.83 -3.06 -9.07
F 3.10 -3.38 -9.92
F 1.32 -4.57 -10.73
F 2.88 -5.68 -9.37
F 0.68 -5.15 -8.58
*
```

CH3NOS | ωB97M-V/def2-TZVPD

As for the structure (SMILES): NSC=O. The relative energy (zero: lowest compared OMol25 entry of this formula, charge and spin) comes out at 41.99 kcal/mol. As for the LUMO energy: 0.47 eV. The energy is -15456.9881 eV. The value obtained for the orbital gap is 9.842 eV.

```
! RIJCOSX wB97M-V def2-TZVPD def2/J DEFGRID3
* xyz 0 1
N 1.27 0.62 -0.23
S -0.50 1.01 -0.46
C -1.12 -0.60 -0.14
O -2.23 -0.96 -0.19
H 1.14 -0.21 0.30
H 1.64 1.39 0.29
H -0.21 -1.25 0.43
*
```

C44H58BIrN10O | ωB97M-V/def2-TZVPD

The relative energy (zero: lowest compared OMol25 entry of this formula, charge and spin) comes out at 0.00 kcal/mol. As for the LUMO energy: -5.30 eV. The energy is -67027.8773 eV. The value obtained for the orbital gap is 7.865 eV.

```
! RIJCOSX wB97M-V def2-TZVPD def2/J DEFGRID3
* xyz 2 1
Ir 0.29 0.84 -0.23
C -1.05 2.57 2.86
C -0.47 3.31 1.70
C -0.37 4.69 1.58
C 0.11 4.94 0.31
C 0.38 6.25 -0.34
N 0.30 3.75 -0.29
N -0.03 2.74 0.57
B 0.68 3.51 -1.77
N 1.94 2.61 -1.85
N 2.06 1.58 -0.97
C 3.32 1.11 -1.07
C 3.95 0.04 -0.24
C 4.00 1.87 -2.02
C 3.10 2.82 -2.48
C 3.30 3.91 -3.48
N -0.46 2.71 -2.43
N -0.81 1.55 -1.82
C -1.79 0.99 -2.54
C -2.41 -0.34 -2.29
C -2.08 1.83 -3.62
C -1.23 2.91 -3.51
C -1.09 4.12 -4.37
H -1.00 3.20 3.75
H -2.09 2.32 2.69
H -0.53 1.64 3.07
H -0.64 5.42 2.33
H 0.14 7.05 0.35
H 1.42 6.34 -0.63
H -0.23 6.38 -1.24
H 0.86 4.55 -2.32
H 3.50 -0.04 0.74
H 3.90 -0.94 -0.74
H 5.00 0.28 -0.11
H 5.03 1.77 -2.30
H 4.29 3.84 -3.90
H 2.57 3.84 -4.29
H 3.19 4.89 -3.01
H -2.07 -0.80 -1.37
H -3.50 -0.24 -2.24
H -2.18 -1.01 -3.12
H -2.83 1.67 -4.37
H -1.77 4.05 -5.22
H -1.33 5.03 -3.82
H -0.08 4.23 -4.76
C 1.10 -5.75 -2.55
C 1.91 -4.60 -3.18
C 3.41 -4.81 -2.91
C 1.67 -4.58 -4.69
C 1.49 -3.29 -2.52
C 1.05 -2.18 -3.24
C 0.69 -1.02 -2.58
N 0.74 -0.91 -1.25
C 1.21 -1.95 -0.54
C 1.58 -3.13 -1.14
C 1.40 -1.65 0.90
C 1.81 -2.60 1.82
C 2.07 -2.25 3.14
C 1.89 -0.91 3.47
C 1.47 -0.01 2.51
N 1.22 -0.37 1.24
C 2.52 -3.25 4.19
C 1.43 -3.34 5.27
C 2.75 -4.64 3.60
C 3.83 -2.76 4.82
H 1.37 -6.68 -3.04
H 0.03 -5.59 -2.69
H 1.30 -5.86 -1.49
H 3.73 -5.73 -3.40
H 3.62 -4.91 -1.84
H 4.00 -3.99 -3.31
H 1.94 -5.55 -5.10
H 2.28 -3.83 -5.19
H 0.62 -4.40 -4.93
H 0.99 -2.20 -4.32
H 0.35 -0.16 -3.13
H 1.96 -3.94 -0.54
H 1.94 -3.62 1.50
H 2.09 -0.54 4.46
H 1.38 1.04 2.73
H 0.49 -3.73 4.85
H 1.22 -2.37 5.72
H 1.75 -4.02 6.06
H 1.83 -5.07 3.19
H 3.09 -5.32 4.39
H 3.52 -4.63 2.82
H 3.70 -1.81 5.35
H 4.61 -2.63 4.07
H 4.18 -3.49 5.55
C -5.40 0.88 3.20
N -4.23 0.17 2.69
N -3.53 0.61 1.59
C -2.30 0.00 1.58
O -1.50 0.15 0.63
C -2.23 -0.79 2.75
C -3.43 -0.65 3.41
C -3.88 -1.21 4.71
C -4.16 1.29 0.50
C -5.31 0.75 -0.06
C -5.92 1.42 -1.12
C -5.36 2.59 -1.61
C -4.21 3.11 -1.05
C -3.60 2.46 0.02
H -5.80 1.52 2.42
H -5.14 1.48 4.06
H -6.17 0.16 3.47
H -1.41 -1.41 3.04
H -3.12 -1.88 5.10
H -4.81 -1.78 4.59
H -4.07 -0.42 5.44
H -5.72 -0.18 0.32
H -6.82 1.01 -1.56
H -5.84 3.11 -2.43
H -3.78 4.02 -1.43
H -2.70 2.86 0.48
*
```

C5H7NO2 | ωB97M-V/def2-TZVPD

The relative energy (zero: lowest compared OMol25 entry of this formula, charge and spin) comes out at 65.70 kcal/mol. As for the LUMO energy: 0.31 eV. The energy is -10880.7682 eV. The value obtained for the orbital gap is 9.742 eV.

```
! RIJCOSX wB97M-V def2-TZVPD def2/J DEFGRID3
* xyz 0 1
C -0.57 1.49 -0.71
C -0.02 0.34 0.10
C -0.71 -1.02 -0.12
C 1.21 -0.49 -0.36
C -0.24 0.87 1.52
H -0.64 1.20 -1.78
H -1.75 -0.98 -0.30
H -0.40 -1.64 0.78
H 0.59 -2.26 -1.15
H 2.05 0.04 -0.94
H 1.67 -1.06 0.45
H -0.56 1.96 1.56
N 0.27 -1.28 -1.20
O -0.74 2.65 -0.37
O -0.15 0.18 2.52
*
```

C31H37BrNO7S | ωB97M-V/def2-TZVPD

As for the LUMO energy: -3.36 eV. The energy is -129437.7424 eV. The value obtained for the orbital gap is 8.637 eV.

```
! RIJCOSX wB97M-V def2-TZVPD def2/J DEFGRID3
* xyz 1 1
C 1.26 -4.29 1.88
C 0.16 -3.24 1.72
C 0.57 -1.91 1.11
N 1.14 -1.89 -0.31
S 0.32 -3.13 -1.35
C 2.61 -2.23 -0.43
O 2.79 -3.61 -0.67
C 3.14 -1.44 -1.65
C 2.08 -0.38 -1.94
C 0.98 -0.43 -0.84
C 1.28 0.65 0.19
C 2.66 0.60 0.82
O 3.68 0.63 0.26
Br 2.68 0.54 2.78
C -0.38 -0.25 -1.53
C -0.90 1.18 -1.66
C -0.06 2.17 -2.47
O -1.24 1.71 -0.39
C -2.63 1.76 -0.13
C -3.21 0.38 0.02
C -3.98 -0.17 -1.01
C -4.48 -1.47 -0.92
C -4.20 -2.23 0.21
C -3.45 -1.67 1.25
C -2.94 -0.38 1.16
H 1.18 -4.72 2.88
H 2.26 -3.86 1.83
H 1.16 -5.11 1.19
H -0.17 -2.98 2.72
H -0.73 -3.66 1.25
H -0.31 -1.27 1.09
H 1.33 -1.50 1.75
H -0.93 -2.91 -0.90
H 3.14 -2.06 0.50
H 3.70 -3.83 -0.43
H 3.09 -2.20 -2.42
H 4.14 -1.07 -1.45
H 1.73 -0.54 -2.96
H 2.47 0.63 -1.97
H 1.21 1.62 -0.29
H 0.56 0.68 0.99
H -0.41 -0.70 -2.51
H -1.13 -0.76 -0.92
H -1.81 1.07 -2.24
H 0.49 1.66 -3.26
H -0.75 2.86 -2.95
H 0.58 2.78 -1.85
H -2.74 2.31 0.80
H -3.16 2.34 -0.89
H -4.19 0.43 -1.89
H -5.06 -1.87 -1.74
H -4.58 -3.23 0.29
H -3.26 -2.26 2.13
H -2.35 0.06 1.95
C -5.34 1.05 3.49
C -6.36 1.90 3.57
C -6.54 2.78 4.76
O -7.47 3.55 4.83
C -5.53 2.67 5.84
C -4.51 1.82 5.76
C -4.34 0.95 4.58
O -3.40 0.17 4.50
H -5.19 0.40 2.64
H -7.11 1.99 2.79
H -5.68 3.32 6.70
H -3.77 1.73 6.54
C 6.81 1.63 -4.66
C 5.94 2.62 -4.89
C 5.05 3.13 -3.81
O 4.26 4.02 -4.02
C 5.18 2.51 -2.47
C 6.04 1.52 -2.24
C 6.93 1.01 -3.32
O 7.71 0.11 -3.11
H 7.46 1.24 -5.43
H 5.84 3.09 -5.86
H 4.53 2.90 -1.70
H 6.14 1.06 -1.27
*
```